{"formula": "C6H6O", "method": "wB97M-V/def2-TZVPD", "elements": ["C", "C", "C", "C", "C", "O", "C", "H", "H", "H", "H", "H", "H"], "coordinates": [[2.583, -0.310, 0.300], [1.414, -0.785, 0.785], [0.189, -0.243, 0.232], [-0.037, 0.954, -0.416], [-1.458, 1.042, -0.817], [-2.024, -0.224, -0.403], [-1.062, -0.886, 0.179], [3.441, -0.772, 0.828], [0.710, 1.721, -0.579], [-2.021, 1.821, -0.290], [-1.658, 1.136, -1.889], [-1.320, -1.880, 0.530], [1.242, -1.573, 1.539]], "forces_ev_per_a": [[-0.069, -0.312, 0.334], [0.103, 0.105, -0.081], [-0.254, 0.126, -0.187], [-0.070, -0.046, 0.098], [0.078, 0.018, -0.022], [0.105, -0.111, 0.085], [-0.067, 0.005, -0.025], [-0.125, 0.159, -0.188], [-0.088, -0.109, 0.069], [0.110, -0.055, -0.065], [0.129, -0.005, 0.094], [-0.001, 0.124, 0.007], [0.149, 0.099, -0.120]], "lowdin_charge": [-0.05, -0.32, -0.26, 0.07, -0.11, 0.02, 0.02, -0.03, 0.12, 0.15, 0.15, 0.16, 0.08], "relative_energy_kj_mol": 539.46, "e_homo_ev": [-6.33, -6.64], "e_lumo_ev": [-1.616, -1.440], "homo_lumo_gap_ev": [4.7, 5.2]}


{"formula": "C6H6O", "method": "wB97M-V/def2-TZVPD", "elements": ["C", "C", "C", "C", "C", "O", "C", "H", "H", "H", "H", "H", "H"], "coordinates": [[2.776, -0.833, 0.741], [1.731, -0.490, 0.252], [0.436, -0.126, -0.201], [-0.041, 1.007, -0.713], [-1.542, 0.983, -0.624], [-1.859, -0.242, 0.041], [-0.671, -0.933, 0.391], [3.668, -1.139, 1.238], [0.543, 1.866, -1.028], [-1.931, 1.832, -0.039], [-2.030, 1.017, -1.612], [-0.774, -1.983, 0.099], [-0.303, -0.960, 1.454]], "forces_ev_per_a": [[-0.404, 0.050, -0.028], [0.998, 0.093, -0.306], [0.038, 0.212, 0.065], [0.085, -0.192, 0.066], [0.046, 0.156, -0.040], [0.018, 0.002, 0.323], [0.401, -0.217, 0.396], [-0.012, 0.037, -0.152], [-0.118, -0.185, -0.057], [0.128, -0.111, -0.080], [0.058, -0.129, 0.247], [0.205, 0.145, -0.295], [-1.443, 0.138, -0.139]], "lowdin_charge": [0.14, -0.10, -0.26, 0.01, -0.18, -0.11, -0.17, 0.03, 0.12, 0.12, 0.12, 0.13, 0.14], "relative_energy_kj_mol": 290.61, "e_homo_ev": -9.00, "e_lumo_ev": 0.920, "smiles": "C#CC1=CCOC1", "homo_lumo_gap_ev": 9.9}


{"formula": "C6H6O", "method": "wB97M-V/def2-TZVPD", "elements": ["C", "C", "C", "C", "C", "O", "C", "H", "H", "H", "H", "H", "H"], "coordinates": [[-1.222, -0.290, 2.768], [-0.768, -0.382, 1.654], [-0.219, -0.232, 0.346], [0.532, -1.034, -0.408], [0.993, -0.275, -1.623], [0.318, 0.972, -1.570], [-0.364, 1.106, -0.339], [-1.601, -0.186, 3.760], [0.831, -2.052, -0.186], [2.084, -0.120, -1.591], [0.757, -0.770, -2.574], [-1.418, 1.360, -0.518], [0.076, 1.902, 0.281]], "forces_ev_per_a": [[0.191, -0.051, -0.419], [-0.179, 0.051, 0.453], [0.132, -0.005, -0.100], [-0.083, 0.135, 0.120], [0.126, -0.265, -0.042], [-0.002, 0.059, -0.086], [-0.146, 0.110, 0.205], [0.026, -0.129, -0.159], [-0.048, 0.182, 0.020], [-0.144, -0.029, -0.022], [-0.005, 0.023, 0.148], [0.150, -0.024, 0.008], [-0.017, -0.057, -0.125]], "lowdin_charge": [0.13, -0.09, -0.25, 0.01, -0.19, -0.11, -0.16, 0.03, 0.12, 0.12, 0.12, 0.13, 0.13], "relative_energy_kj_mol": 260.65, "e_homo_ev": -9.00, "e_lumo_ev": 0.972, "smiles": "C#CC1=CCOC1", "homo_lumo_gap_ev": 10.0}


{"formula": "C6H6O", "method": "wB97M-V/def2-TZVPD", "elements": ["C", "C", "C", "C", "C", "O", "C", "H", "H", "H", "H", "H", "H"], "coordinates": [[2.706, 0.349, 0.210], [1.526, 0.267, -0.006], [0.117, 0.115, -0.330], [-0.575, 1.200, -0.994], [-1.004, 0.453, 0.749], [-1.582, -0.828, 0.596], [-0.519, -1.292, -0.253], [3.756, 0.442, 0.390], [-1.484, 0.763, -1.450], [-1.673, 1.296, 0.475], [-0.584, 0.684, 1.731], [0.100, -2.035, 0.260], [-0.890, -1.689, -1.204]], "forces_ev_per_a": [[-0.360, -0.026, -0.055], [0.369, 0.010, 0.081], [0.202, 0.163, -0.137], [0.026, -0.302, -0.098], [-0.115, 0.270, 0.303], [-0.094, -0.046, 0.056], [0.106, -0.218, -0.213], [-0.225, -0.025, -0.017], [0.106, 0.091, 0.033], [-0.050, -0.043, 0.110], [0.046, -0.077, -0.159], [-0.064, 0.143, -0.051], [0.054, 0.060, 0.148]], "lowdin_charge": [0.14, -0.08, -0.47, 0.15, -0.17, -0.08, -0.10, 0.03, 0.05, 0.12, 0.15, 0.13, 0.13], "relative_energy_kj_mol": 660.64, "e_homo_ev": -9.05, "e_lumo_ev": 0.745, "homo_lumo_gap_ev": 9.8}


{"formula": "C6H6O", "method": "wB97M-V/def2-TZVPD", "elements": ["C", "C", "C", "C", "C", "O", "C", "H", "H", "H", "H", "H", "H"], "coordinates": [[-1.202, 1.276, 0.879], [-1.400, 0.630, -0.230], [-1.043, -0.585, -0.701], [-0.423, -0.033, 0.883], [1.071, -0.003, 0.547], [1.210, 0.200, -0.843], [0.250, -0.638, -1.483], [-1.504, 2.062, 1.546], [-0.812, -0.818, 1.530], [1.594, 0.816, 1.049], [1.519, -0.962, 0.857], [0.627, -1.670, -1.529], [0.113, -0.276, -2.506]], "forces_ev_per_a": [[-0.079, -0.026, -0.180], [0.007, 0.003, 0.086], [0.024, 0.181, -0.120], [0.286, -0.166, 0.366], [-0.036, -0.013, 0.237], [0.018, 0.044, 0.006], [-0.081, -0.132, -0.181], [0.059, -0.143, -0.146], [0.041, 0.131, -0.099], [-0.090, -0.107, -0.053], [-0.060, 0.118, -0.084], [-0.067, 0.157, 0.051], [-0.022, -0.046, 0.119]], "lowdin_charge": [0.05, -0.07, -0.01, -0.21, -0.17, -0.13, -0.21, 0.10, 0.14, 0.13, 0.13, 0.11, 0.13], "relative_energy_kj_mol": 537.29, "e_homo_ev": -8.14, "e_lumo_ev": 0.972, "homo_lumo_gap_ev": 9.1}


{"formula": "C6H6O", "method": "wB97M-V/def2-TZVPD", "elements": ["C", "C", "C", "O", "H", "H", "C", "C", "C", "H", "H", "H", "H"], "coordinates": [[-0.512, -2.031, -0.487], [-1.094, -1.025, 0.163], [-1.998, -0.119, 0.178], [-2.855, 0.612, 0.421], [-0.710, -2.263, -1.449], [0.186, -2.806, -0.099], [-0.130, 1.345, -1.057], [0.674, 1.044, -0.215], [1.647, 0.990, 0.910], [-0.780, 1.216, -1.836], [2.426, 0.443, 0.468], [1.269, 0.470, 1.807], [1.877, 2.124, 1.197]], "forces_ev_per_a": [[0.464, 0.078, 3.126], [1.583, -2.269, -0.334], [-0.371, -0.193, 0.157], [-0.780, 0.950, 0.102], [-0.901, -0.270, -3.287], [-0.382, 1.023, 0.507], [1.484, -0.494, 0.932], [-0.039, 1.222, 1.220], [-1.602, 2.498, 0.099], [-1.239, 0.256, -1.481], [1.816, -0.376, 0.121], [-0.001, 0.208, -0.540], [-0.031, -2.632, -0.621]], "lowdin_charge": [0.04, -0.10, -0.28, 0.18, 0.02, 0.07, 0.08, -0.20, -0.09, 0.03, 0.05, 0.08, 0.13], "relative_energy_kj_mol": 504.58, "e_homo_ev": -8.86, "e_lumo_ev": -0.248, "smiles": "C=C=C=O.C#CC", "homo_lumo_gap_ev": 8.6}


{"formula": "C6H6O", "method": "wB97M-V/def2-TZVPD", "elements": ["O", "C", "C", "C", "C", "C", "C", "H", "H", "H", "H", "H", "H"], "coordinates": [[-0.268, -2.027, -0.266], [0.512, -1.102, 0.313], [0.611, 0.279, -0.905], [0.664, 1.597, -0.324], [-0.132, 1.558, 0.819], [-0.652, 0.216, 0.909], [-0.723, -0.367, -0.503], [1.402, -1.340, 0.919], [1.121, 0.005, -1.831], [1.250, 2.438, -0.692], [-0.307, 2.364, 1.530], [-1.332, -0.115, 1.698], [-1.609, -0.429, -1.150]], "forces_ev_per_a": [[0.198, 2.808, 0.305], [2.114, 1.776, 1.475], [-0.961, -3.265, -0.290], [-0.985, 0.580, 2.360], [1.831, 0.723, -1.746], [-0.581, -3.201, -0.908], [-1.188, 1.995, -1.020], [-0.112, -0.308, -0.068], [-0.409, 0.063, 0.209], [-0.086, -0.403, 0.192], [0.179, -0.400, -0.144], [0.059, 0.070, -0.433], [-0.060, -0.438, 0.068]], "lowdin_charge": [-0.01, -0.19, -0.11, -0.07, -0.07, -0.10, -0.17, 0.13, 0.13, 0.10, 0.10, 0.12, 0.14], "relative_energy_kj_mol": 592.73, "e_homo_ev": -7.82, "e_lumo_ev": 0.891, "homo_lumo_gap_ev": 8.7}


{"formula": "C6H6O", "method": "wB97M-V/def2-TZVPD", "elements": ["C", "C", "C", "C", "C", "C", "O", "H", "H", "H", "H", "H", "H"], "coordinates": [[-3.135, 0.319, 0.231], [-2.089, -0.230, 0.326], [1.103, 1.364, 0.288], [0.943, 0.224, 0.916], [0.257, -1.859, -0.675], [0.291, -0.902, 0.435], [0.389, -2.238, 0.717], [-4.073, 0.878, -0.046], [1.339, 2.158, 0.974], [0.663, 1.726, -0.684], [1.204, -0.067, 1.950], [-0.812, -1.965, -1.118], [1.014, -1.972, -1.346]], "forces_ev_per_a": [[-4.271, 2.529, -1.166], [5.036, -1.989, 0.784], [-1.234, 2.030, -0.225], [0.220, -1.333, 2.014], [-4.921, 1.450, 0.639], [-3.007, -3.376, -3.087], [0.105, 1.865, 0.147], [1.616, -1.114, 0.717], [0.894, 0.495, -0.261], [0.646, -1.133, 0.984], [0.389, 1.393, -0.232], [2.040, -0.205, 0.928], [2.486, -0.612, -1.242]], "lowdin_charge": [-0.14, -0.10, 0.07, -0.16, -0.06, -0.25, 0.07, 0.02, 0.07, 0.11, 0.14, 0.14, 0.08], "relative_energy_kj_mol": 800.83, "e_homo_ev": [-9.16, -9.16], "e_lumo_ev": [-1.232, -1.230], "homo_lumo_gap_ev": [7.9, 7.9]}


{"formula": "C6H6O", "method": "wB97M-V/def2-TZVPD", "elements": ["O", "C", "C", "C", "C", "C", "C", "H", "H", "H", "H", "H", "H"], "coordinates": [[-1.018, -0.065, 1.663], [-0.101, -0.862, 0.785], [-0.989, -0.365, -0.371], [0.021, -0.229, -1.566], [1.152, 0.209, -0.984], [0.821, 0.328, 0.498], [-0.627, 0.831, 0.528], [0.127, -1.883, 1.102], [-1.922, -0.501, 0.639], [-0.121, -0.427, -2.622], [2.120, 0.449, -1.423], [1.567, 0.669, 1.219], [-1.030, 1.847, 0.532]], "forces_ev_per_a": [[0.824, 0.395, 0.936], [0.177, -0.177, 0.604], [-0.056, 0.105, 0.754], [-0.233, -0.058, 0.118], [-0.354, -0.111, -0.039], [0.309, 0.103, 0.032], [-0.010, 0.404, 0.517], [-0.006, 0.162, -0.048], [-0.184, -0.501, -2.920], [-0.131, -0.013, 0.233], [-0.379, -0.129, -0.032], [-0.046, -0.038, -0.164], [0.091, -0.144, 0.010]], "lowdin_charge": [-0.09, -0.20, -0.12, -0.02, -0.05, -0.16, -0.20, 0.15, 0.23, 0.09, 0.10, 0.13, 0.15], "relative_energy_kj_mol": 647.87, "e_homo_ev": -9.19, "e_lumo_ev": 1.135, "homo_lumo_gap_ev": 10.3}


{"formula": "C6H6O", "method": "wB97M-V/def2-TZVPD", "elements": ["O", "C", "C", "C", "C", "C", "C", "H", "H", "H", "H", "H", "H"], "coordinates": [[-1.084, -0.323, 0.509], [-0.211, 0.818, 0.643], [1.023, -0.093, 0.421], [-0.029, -1.162, 0.202], [-0.193, -2.430, -0.136], [-0.454, 1.826, -0.390], [-0.623, 2.661, -1.240], [-1.220, -2.785, -0.138], [-0.323, 1.245, 1.646], [1.626, -0.229, 1.323], [1.660, 0.163, -0.430], [0.603, -3.106, -0.427], [-0.775, 3.414, -1.983]], "forces_ev_per_a": [[-0.203, -0.002, 0.005], [0.021, 0.248, 0.045], [0.067, -0.053, -0.023], [0.000, -0.275, -0.030], [-0.030, 0.057, -0.026], [-0.008, 0.411, -0.270], [0.075, -0.274, 0.344], [0.204, -0.100, -0.096], [0.153, 0.021, -0.220], [-0.093, -0.039, -0.197], [-0.168, -0.074, 0.159], [-0.032, 0.260, 0.177], [0.015, -0.179, 0.132]], "lowdin_charge": [0.00, -0.30, -0.02, -0.36, 0.06, -0.06, 0.13, 0.07, 0.15, 0.12, 0.12, 0.06, 0.03], "relative_energy_kj_mol": 323.83, "e_homo_ev": -8.88, "e_lumo_ev": 0.996, "homo_lumo_gap_ev": 9.9}


{"formula": "C6H6O", "method": "wB97M-V/def2-TZVPD", "elements": ["C", "C", "C", "C", "O", "C", "C", "H", "H", "H", "H", "H", "H"], "coordinates": [[-1.157, 1.656, -1.062], [-1.062, 0.468, -0.888], [-0.733, -0.926, -0.584], [0.284, -1.015, 0.594], [-0.342, -0.882, 1.854], [1.325, 0.009, 0.396], [1.991, 0.982, 0.153], [-1.212, 2.711, -1.208], [-1.626, -1.498, -0.311], [-0.301, -1.397, -1.477], [0.724, -2.018, 0.596], [-0.455, 0.062, 2.032], [2.564, 1.848, -0.095]], "forces_ev_per_a": [[-0.084, -0.495, 0.064], [-0.039, 0.537, -0.016], [-0.016, -0.021, -0.023], [0.150, -0.062, -0.222], [-0.079, 0.233, 0.034], [0.281, 0.431, -0.139], [-0.148, -0.477, 0.117], [-0.097, -0.174, -0.028], [0.156, 0.092, 0.027], [-0.015, 0.101, 0.180], [-0.064, 0.138, -0.075], [-0.045, -0.129, -0.034], [0.001, -0.175, 0.115]], "lowdin_charge": [0.11, -0.15, -0.15, -0.40, -0.02, -0.09, 0.13, 0.03, 0.12, 0.12, 0.15, 0.10, 0.03], "relative_energy_kj_mol": 380.39, "e_homo_ev": -9.97, "e_lumo_ev": 0.950, "smiles": "C#CC[C@H](O)C#C", "homo_lumo_gap_ev": 10.9}


{"formula": "C6H6O", "method": "wB97M-V/def2-TZVPD", "elements": ["C", "C", "C", "C", "C", "C", "O", "H", "H", "H", "H", "H", "H"], "coordinates": [[-2.025, -0.150, -0.760], [-0.290, -0.800, 0.755], [0.936, -1.146, 0.051], [-1.693, -1.049, 0.121], [0.842, 0.182, 0.172], [1.292, 1.556, -0.168], [-2.320, 0.748, -1.421], [-2.186, -2.031, 0.270], [-0.564, -0.913, 1.919], [1.653, -1.936, -0.160], [1.412, 2.134, 0.682], [0.631, 1.979, -0.874], [2.313, 1.427, -0.588]], "forces_ev_per_a": [[-1.282, -1.017, -0.003], [-1.897, 0.159, 2.526], [1.593, 2.145, 0.610], [3.322, -1.637, 1.465], [-2.081, -3.554, -0.009], [1.529, -2.583, -0.791], [-1.005, 3.740, -2.959], [0.120, 0.260, 0.407], [1.609, 0.112, -1.982], [-0.455, 0.019, -0.171], [-0.131, 1.353, 1.737], [-0.693, 0.686, -0.734], [-0.629, 0.319, -0.095]], "lowdin_charge": [-0.27, -0.24, 0.00, -0.03, -0.12, -0.03, 0.12, 0.10, 0.15, 0.10, 0.05, 0.07, 0.10], "spin_multiplicity": 3, "relative_energy_kj_mol": 62.35, "e_homo_ev": [-5.03, -9.48], "e_lumo_ev": [0.979, -1.698], "homo_lumo_gap_ev": [6.0, 7.8]}